# 1
Molecular formula: C3H11NO2
Method: DFT, the ωB97M-V functional and the def2-TZVPD basis

```
17
C3H11NO2 | OMol25 | the ωB97M-V functional and the def2-TZVPD basis
C 0.72 0.64 1.31
H 3.38 0.43 -1.89
N 0.58 1.59 0.20
H 0.54 2.52 0.60
H 0.69 -1.23 0.25
H -2.75 -0.18 -0.97
C 0.20 -0.76 1.11
H 1.78 0.33 1.33
H -3.11 -1.24 -1.91
H -0.18 -2.56 2.11
H -0.36 1.54 -0.18
H 1.87 0.42 -1.50
O 2.50 0.17 -2.17
H 0.53 0.93 2.35
C -0.51 -1.53 1.97
H -1.26 -1.09 2.59
O -3.43 -0.36 -1.64
```

Properties
HOMO energy = -9.580 eV
energy relative to the best compared isomer or geometry (same formula, charge and spin) = 177.2 kJ/mol
structure (SMILES) = C=CCN.O.O
Kohn-Sham gap = 10.0660 eV

Atom charges from the Mulliken analysis, given in e for atoms 1 to 5: C -0.44; H 0.32; N -0.55; H 0.26; H 0.25

# 2
Molecular formula: C5H7NO
Method: DFT, the ωB97M-V functional and the def2-TZVPD basis

```
14
C5H7NO | OMol25 | the ωB97M-V functional and the def2-TZVPD basis
H -2.02 -1.08 -0.53
H 1.40 -0.15 -1.59
C -0.91 0.77 -0.05
C 0.07 -1.48 -0.01
O 1.90 -0.55 -0.86
C 1.13 -0.44 0.34
C 0.45 0.90 0.54
H 0.99 1.83 0.61
C -1.02 -0.63 -0.63
N -0.73 0.77 1.40
H 1.81 -0.70 1.16
H -0.80 -0.18 1.77
H -0.80 -0.67 -1.71
H -1.47 1.61 -0.44
```

Properties
HOMO energy = -8.815 eV
energy relative to the best compared isomer or geometry (same formula, charge and spin) = 499.3 kJ/mol
Kohn-Sham gap = 8.4693 eV

Atom charges from the Mulliken analysis, given in e for atoms 1 to 5: H 0.36; H 0.37; C -0.11; C -0.54; O -0.49

# 3
Molecular formula: C5H8O
Method: DFT, the ωB97M-V functional and the def2-TZVPD basis

```
14
C5H8O | OMol25 | the ωB97M-V functional and the def2-TZVPD basis
C 0.93 0.64 -0.97
H 1.17 -1.50 -0.76
C -1.60 0.15 0.35
H -2.41 0.55 -0.27
H -1.75 -0.93 0.29
C -0.43 1.12 -0.56
C 1.32 -0.58 -0.18
C 0.33 -0.39 0.91
O -0.23 0.45 -1.75
H 1.67 1.34 -1.36
H 0.58 0.42 1.60
H -1.79 0.51 1.36
H -0.10 -1.26 1.41
H 2.35 -0.55 0.18
```

Properties
HOMO energy (spin up / spin down) = -7.451 / -7.452 eV
energy relative to the best compared isomer or geometry (same formula, charge and spin) = 669.8 kJ/mol
Kohn-Sham gap (spin up / spin down) = 7.7219 / 7.7242 eV

Atom charges from the Mulliken analysis, given in e for atoms 1 to 5: C 0.12; H 0.26; C -0.82; H 0.32; H 0.33

# 4
Molecular formula: C40H25I2N5O3S4Ti
Method: DFT, the ωB97M-V functional and the def2-TZVPD basis

```
80
C40H25I2N5O3S4Ti | OMol25 | the ωB97M-V functional and the def2-TZVPD basis
H 4.11 -0.70 4.12
O 0.65 0.28 -1.11
C 0.51 3.47 2.38
C 2.47 -0.05 -2.54
C 1.53 -1.28 1.99
C 0.50 1.36 -3.26
S 1.01 3.56 -1.23
C 2.08 -0.32 4.61
C -1.34 1.72 -4.64
C -0.18 -3.32 -3.67
H 1.33 -4.76 -4.12
S 2.67 -0.61 -4.15
C 4.17 -1.62 -2.36
C -0.64 -2.40 -2.71
H -1.55 -1.84 -2.87
N -1.95 -2.07 0.10
C -1.63 3.61 1.28
H 4.33 4.03 0.05
C -3.67 3.65 -0.01
C -0.37 0.14 4.88
C 0.49 -0.78 2.84
C -0.64 4.16 2.12
C 1.72 -2.67 -0.01
C 3.41 3.67 -0.39
C 0.74 -0.33 4.13
C 0.66 2.18 1.82
H 4.06 1.67 -1.08
S 1.14 2.30 -4.55
H -2.37 1.67 -4.94
C 3.26 2.39 -1.00
H 3.65 -1.52 1.85
H -0.22 0.49 5.89
C 3.34 -0.68 -1.70
C 2.26 4.40 -0.43
C 3.08 -0.73 3.78
N 0.01 -2.17 -1.60
H 4.11 -5.07 -0.22
C 1.13 -2.89 -1.30
H 4.91 -2.24 -1.86
H -2.48 0.52 4.84
C 0.95 -4.03 -3.41
H -2.71 -0.17 2.45
C -0.84 1.15 -3.43
C -0.37 2.35 -5.35
S -3.42 -2.05 0.28
H 3.34 -0.51 -0.63
N 1.07 -1.72 0.77
H 4.37 -2.32 -4.43
C 2.75 -4.64 -1.79
C 1.63 -3.86 -2.18
C -2.82 4.26 0.87
C -1.37 2.32 0.77
Ti -0.48 -0.67 -0.06
O -1.94 0.49 -0.58
N -0.25 1.62 1.07
H 3.15 -5.38 -2.47
C -2.26 1.68 -0.14
H -4.57 4.15 -0.33
H 1.57 1.60 2.02
C -1.75 -0.24 2.96
I -4.68 1.53 -1.91
H 1.29 3.88 3.00
N -0.74 -0.69 2.26
H -0.46 2.87 -6.29
H -0.79 5.15 2.54
C 2.77 -3.48 0.35
H -0.74 -3.46 -4.59
H 3.20 -3.41 1.34
O -4.12 -0.92 0.89
C 2.82 -1.21 2.47
C -3.39 2.37 -0.53
H 2.09 5.39 -0.05
I -3.32 6.15 1.58
C 3.90 -1.69 -3.69
C -1.61 0.16 4.30
C 2.00 2.18 -1.48
H 2.29 0.03 5.61
H -1.46 0.68 -2.70
C 1.39 0.93 -2.11
C 3.28 -4.45 -0.55
```

Properties
HOMO energy = -7.374 eV
energy relative to the best compared isomer or geometry (same formula, charge and spin) = 30.9 kJ/mol
Kohn-Sham gap = 6.8535 eV

Atom charges from the Mulliken analysis, given in e for atoms 1 to 5: H 0.40; O 0.72; C -1.62; C -0.62; C 0.77

# 5
Molecular formula: C39H59N9O3
Method: DFT, the ωB97M-V functional and the def2-TZVPD basis

```
110
C39H59N9O3 | OMol25 | the ωB97M-V functional and the def2-TZVPD basis
C -2.06 0.07 6.11
H -0.96 3.68 -0.67
C -2.81 -0.08 4.67
C 3.76 -2.89 -0.12
H -4.09 -4.14 -4.85
H -5.35 -2.68 2.93
H -3.37 3.02 0.68
H -2.18 -4.03 3.70
H 0.11 0.74 6.49
C -2.14 -3.24 -4.96
N -1.95 -3.72 2.70
N -3.44 -2.96 -3.34
N -0.38 2.52 -3.15
H 1.82 -1.36 -5.45
H -1.07 1.01 -4.25
C 1.04 4.88 2.28
H 1.63 -1.18 -7.18
H 1.89 -5.22 0.97
C -5.32 -1.93 2.19
C -1.47 3.32 -2.70
H -0.46 -2.20 3.08
C 4.00 -5.20 0.31
C -1.39 -2.41 -3.93
H 4.04 -1.88 -0.27
C 3.47 -0.42 -2.62
C 2.94 3.97 1.19
C 0.97 0.90 -4.68
H 0.44 3.16 -3.40
C -3.97 -0.39 1.05
C -3.36 -3.47 -4.56
N -4.08 -1.74 1.50
H -4.11 -3.19 -2.78
H 6.43 1.22 -2.01
H 3.12 -0.95 3.53
H 4.23 2.14 -0.98
C 0.12 0.14 -0.67
C -5.15 0.12 1.19
H -4.26 4.53 0.62
C 4.35 1.43 -1.62
H 0.70 -0.65 -0.65
H -0.15 0.26 0.56
C 4.83 -0.43 -2.93
H -2.24 -3.91 -0.49
H -2.48 3.09 -3.28
H -0.86 -0.08 -1.18
H -0.02 2.06 -2.40
C -6.10 -0.87 2.05
C 2.93 1.86 4.99
C -1.06 -2.63 1.00
N 2.70 -4.64 0.57
C 2.51 0.88 2.98
H -0.47 2.46 -5.27
H -0.57 -1.81 0.48
C -0.79 0.44 5.81
H 3.29 5.56 2.28
C -2.59 -4.37 1.62
H 3.55 -0.02 6.00
H 2.67 -1.05 -2.80
H -3.13 0.04 0.51
H 1.33 2.76 0.19
H -3.78 -0.73 4.47
H 1.85 1.65 -4.57
H -3.41 -5.20 1.81
H 3.99 3.82 0.95
H 1.22 0.11 -3.74
C 1.84 -0.60 -6.36
C 0.53 3.83 1.50
O 0.70 1.31 -0.96
H 4.19 -6.30 0.37
C 2.54 4.98 1.99
H 2.17 0.82 -1.45
N -0.69 0.69 4.47
H 2.48 2.83 2.99
H -1.46 4.23 -3.00
H 1.47 -2.84 0.66
C -3.45 4.09 0.44
H 3.09 2.87 5.66
C -1.84 0.30 3.80
H -1.68 -3.55 -5.91
H -0.56 3.44 1.46
H -3.35 -2.49 1.57
H 2.83 -0.12 -6.71
C -2.40 -2.20 -2.94
C -1.77 3.32 -1.15
H 5.78 -4.27 -0.65
C -1.01 -2.83 2.37
C 2.49 -3.25 0.38
O 0.71 0.16 -5.93
C 5.43 0.84 -2.17
C -1.98 -3.80 0.54
H -5.46 1.12 1.29
C 2.91 -0.12 3.83
H -2.37 -1.82 -1.98
C 3.23 0.56 5.19
N 3.20 0.65 -1.89
H 0.23 1.08 4.00
H -1.85 0.35 2.62
C 4.71 -4.12 -0.24
H -0.39 -2.15 -4.05
H -7.07 -0.58 2.43
O -2.87 4.26 -0.82
H -2.56 4.21 1.21
H 2.01 0.95 2.01
H 0.28 5.71 2.82
N 2.56 2.05 3.61
C -0.32 1.83 -4.42
H 5.51 -1.11 -3.52
H -2.06 2.37 -0.87
H -2.31 -0.19 7.04
N 1.65 3.35 0.83
```

Properties
HOMO energy = -7.693 eV
energy relative to the best compared isomer or geometry (same formula, charge and spin) = 384.9 kJ/mol
Kohn-Sham gap = 7.5087 eV

Atom charges from the Mulliken analysis, given in e for atoms 1 to 5: C -0.94; H 0.41; C 0.01; C -0.12; H 0.44

# 6
Molecular formula: C4H36BO26
Method: DFT, the ωB97M-V functional and the def2-TZVPD basis

```
67
C4H36BO26 | OMol25 | the ωB97M-V functional and the def2-TZVPD basis
O 15.80 -0.44 -17.24
H 21.56 4.08 -12.77
O 22.89 -0.03 -16.08
O 10.69 -0.39 -15.70
H 18.09 0.21 -10.17
H 16.42 5.04 -16.08
O 16.47 5.30 -18.19
H 17.23 5.62 -17.70
H 16.90 -3.14 -16.18
O 16.17 5.63 -15.37
H 17.71 2.36 -18.77
O 17.97 0.62 -14.30
O 17.29 -0.29 -10.34
O 21.78 1.12 -13.42
B 16.61 1.19 -14.09
H 13.73 2.03 -9.19
O 12.43 3.56 -11.77
H 16.67 5.33 -14.61
O 17.25 2.88 -19.43
H 21.33 0.57 -12.78
H 13.89 -0.91 -10.23
H 16.89 4.38 -12.39
H 11.10 -0.82 -10.34
O 13.35 2.36 -8.38
O 16.19 4.24 -11.76
H 22.59 0.88 -16.10
O 13.41 -0.04 -13.78
H 17.08 -0.10 -11.25
O 14.44 1.41 -11.31
O 16.40 1.40 -12.66
H 17.01 -1.70 -15.73
H 23.84 0.02 -16.12
H 11.63 -0.46 -15.87
H 13.61 -3.20 -13.66
H 13.09 2.89 -11.61
O 17.49 -2.53 -15.74
C 18.61 1.36 -15.13
H 17.12 3.73 -19.01
C 15.05 1.13 -12.35
H 12.65 4.26 -11.16
O 18.18 3.57 -16.16
O 11.80 -0.62 -10.95
H 13.39 3.31 -8.46
O 14.62 -1.10 -9.64
H 15.42 0.25 -16.70
O 16.64 2.43 -14.92
O 20.71 3.87 -13.17
H 13.23 -1.78 -14.02
O 12.98 -2.70 -14.17
H 10.54 0.53 -15.50
C 17.79 2.59 -15.46
O 19.76 1.21 -15.45
H 13.47 2.75 -16.36
O 20.98 1.96 -18.10
H 21.18 1.16 -14.16
H 20.53 1.19 -18.42
O 15.49 0.32 -14.48
H 16.63 3.90 -10.98
H 11.52 -1.01 -11.78
H 15.98 6.10 -18.42
H 15.05 -0.88 -17.64
H 15.34 -0.58 -9.97
H 20.73 2.03 -17.18
H 20.78 2.94 -13.40
C 14.55 0.42 -13.58
H 12.43 2.06 -15.51
O 12.77 2.09 -16.40
```

Properties
HOMO energy = -8.538 eV
energy relative to the best compared isomer or geometry (same formula, charge and spin) = 188.5 kJ/mol
charge = -1
Kohn-Sham gap = 9.4707 eV

Atom charges from the Mulliken analysis, given in e for atoms 1 to 5: O -0.61; H 0.25; O -0.56; O -0.63; H 0.29

# 7
Molecular formula: C26H37FNO5
Method: DFT, the ωB97M-V functional and the def2-TZVPD basis

```
70
C26H37FNO5 | OMol25 | the ωB97M-V functional and the def2-TZVPD basis
C -0.83 -0.94 -7.65
H -1.93 2.41 -7.41
C 0.73 0.69 -0.48
H 0.32 1.62 3.40
H 3.44 2.49 -2.85
H -2.24 -2.64 6.58
H -0.53 0.43 2.41
H -1.75 -1.78 -1.24
C 0.51 -0.75 -7.13
H -3.04 -2.48 2.95
H -2.46 -0.95 6.94
H -0.03 -2.37 6.00
H 3.51 -1.39 -2.65
H -0.11 -1.08 0.61
C -0.55 -1.41 6.10
H -0.20 -0.98 7.04
H 2.93 1.59 -6.06
C -1.30 -0.75 -1.17
H -1.31 1.96 2.84
C -4.32 -1.54 5.20
C -1.21 0.51 4.48
C 3.01 1.38 0.86
C -0.14 -0.51 4.93
C -0.66 1.16 3.21
C 3.28 0.33 -1.18
H 3.08 -0.02 -6.86
C 3.16 0.53 -3.82
C 2.48 0.57 -6.10
H 1.88 -0.65 -2.51
H 0.72 -1.54 -0.98
H -2.74 0.09 -8.10
O 4.41 1.22 0.70
H 0.30 1.25 -1.35
C 1.01 0.58 -6.69
H -2.04 -0.09 -0.64
O 2.40 -0.11 -4.85
C -1.34 1.61 5.55
C -2.82 -1.43 4.86
C -1.20 1.57 -7.32
H -4.62 -0.72 5.86
C -2.06 -1.64 6.18
H -2.72 -3.54 4.31
H -1.41 -2.59 3.61
C 2.61 1.96 -3.41
H 1.66 1.92 -2.83
H -1.67 1.22 6.51
C 0.17 1.76 -6.78
H 0.33 1.22 0.44
C 4.67 0.66 -0.57
H -4.53 -2.48 5.72
H -2.06 2.37 5.24
H 0.53 2.76 -6.45
H 0.12 -1.15 4.08
C 2.27 0.74 -0.36
H -1.14 -1.97 -7.95
O -3.22 0.22 3.19
H -0.38 2.12 5.72
C 2.98 -0.40 -2.53
C -2.47 -2.57 3.88
F -1.21 -0.26 -2.52
N -2.55 -0.08 4.38
C 0.11 -0.76 -0.45
H -4.94 -1.51 4.31
C -1.70 0.25 -7.73
H 4.27 0.58 -4.02
O 2.45 1.87 1.78
H 1.19 -1.64 -7.04
H 0.79 0.00 5.19
H 2.41 2.62 -4.30
O 5.72 0.47 -1.09
```

Properties
HOMO energy = -1.284 eV
charge = -1
Kohn-Sham gap = 2.6951 eV

Atom charges from the Mulliken analysis, given in e for atoms 1 to 5: C -0.49; H 0.30; C -0.67; H 0.42; H 0.35

# 8
Molecular formula: C36H66BrN12
Method: DFT, the ωB97M-V functional and the def2-TZVPD basis

```
115
C36H66BrN12 | OMol25 | the ωB97M-V functional and the def2-TZVPD basis
H -4.65 -27.16 16.99
H -8.83 -24.54 24.63
H -3.56 -22.68 22.01
C -3.80 -25.67 26.72
N -5.49 -22.62 25.06
H -1.26 -22.49 25.32
C -5.18 -20.38 21.08
H -6.76 -22.60 22.89
H -8.05 -22.22 20.81
C -10.50 -28.47 22.05
C -13.00 -23.27 24.80
C -5.05 -23.28 23.87
C -1.70 -23.47 27.15
H -7.62 -22.39 24.74
C -9.20 -24.96 20.00
C -6.21 -25.60 24.10
N -7.05 -25.45 25.22
H -3.19 -19.63 23.58
H -6.43 -27.53 17.00
H -9.39 -27.82 20.19
C -6.12 -21.78 22.60
C -2.56 -26.43 26.24
H -9.26 -19.49 23.43
H -8.98 -25.51 26.12
H -9.49 -26.12 24.12
C -4.40 -17.84 23.07
H -6.66 -25.76 23.13
H -10.11 -20.01 22.02
C -1.91 -23.29 25.67
C -8.52 -25.45 25.14
C -4.13 -23.22 21.25
N -4.59 -20.15 22.35
N -3.31 -23.17 25.20
H -2.93 -24.00 23.34
H -5.23 -28.54 17.85
H -7.04 -24.65 20.92
H -8.82 -26.21 24.43
C -10.97 -24.29 23.70
N -5.06 -25.43 20.56
H -4.24 -22.03 26.77
C -9.71 -27.69 21.21
H -11.42 -21.09 24.23
N -10.26 -28.01 23.38
H -3.55 -26.62 19.35
C -8.56 -25.46 21.34
C -11.03 -22.07 24.00
H -7.74 -26.13 18.75
H -10.33 -29.71 24.52
C -10.63 -28.66 24.59
H -10.16 -24.52 20.25
H -2.85 -19.13 21.94
H -12.97 -22.85 25.80
H -7.52 -25.75 21.34
H -7.87 -21.48 23.59
H -5.01 -20.90 24.28
H -4.87 -25.03 22.48
H -4.05 -26.01 23.86
N -4.93 -25.63 25.81
N -6.17 -21.32 21.28
C -3.72 -23.60 23.97
C -4.57 -26.33 19.60
H -8.56 -24.24 19.49
H -13.19 -24.33 24.95
H -3.57 -24.63 26.93
C -3.63 -19.14 22.71
C -4.30 -24.79 21.58
H -1.75 -26.32 26.96
H -5.88 -23.41 23.19
H -3.32 -25.23 21.72
N -9.31 -26.57 21.91
H -5.02 -17.94 23.96
H -6.56 -25.44 27.31
C -5.50 -27.52 17.57
H -8.90 -24.27 22.77
H -3.71 -17.03 23.34
Br -7.11 -24.01 22.62
C -7.25 -21.71 20.29
C -6.78 -26.03 19.23
H -4.05 -26.12 27.69
H -8.38 -22.12 22.02
H -0.67 -23.71 27.41
H -3.63 -23.04 20.30
N -11.71 -23.24 24.17
C -9.72 -23.79 23.29
H -6.81 -22.43 19.60
H -1.47 -24.19 25.24
H -10.85 -29.47 21.82
H -5.13 -22.80 21.10
H -13.79 -23.09 24.08
H -2.92 -27.45 26.10
H -6.99 -21.31 25.96
C -5.30 -20.99 23.24
H -8.39 -19.63 21.92
H -7.58 -20.88 19.67
C -4.93 -25.80 24.44
C -4.34 -22.48 25.79
C -8.70 -21.54 22.89
H -2.30 -26.14 25.22
H -1.99 -22.50 27.57
N -9.81 -22.37 23.39
H -11.72 -28.66 24.53
N -5.62 -26.72 18.78
H -2.40 -24.17 27.59
C -6.19 -25.40 26.30
H -5.03 -17.58 22.22
C -6.39 -25.28 20.33
H -11.32 -25.31 23.81
C -9.16 -20.10 22.53
C -6.87 -22.30 25.52
H -7.17 -23.10 26.20
H -10.30 -28.17 25.50
H -9.21 -25.76 19.26
H -8.61 -24.65 22.07
H -4.87 -19.84 20.19
C -9.69 -26.75 23.27
```

Properties
HOMO energy = -20.432 eV
charge = +5
Kohn-Sham gap = 8.2991 eV

Atom charges from the Mulliken analysis, given in e for atoms 1 to 5: H 0.35; H -0.39; H 0.37; C -0.57; N 0.78